This record from the OMol25 dataset describes a structure of composition C26H50Ag2FN3O9 in a non-equilibrium geometry. The level of theory is the ωB97M-V functional and the def2-TZVPD basis.

XYZ file:
```
91
Properties=species:S:1:pos:R:3:forces:R:3
Ag 9.66232 -31.36949 14.19420 -0.09 -0.12 0.67
Ag 11.40852 -30.36457 17.01390 -0.20 -0.66 -0.02
F 9.93547 -31.97524 16.30876 0.59 0.54 -0.34
O 11.99792 -28.36880 18.07651 -0.01 0.25 0.31
O 6.41057 -29.26140 19.92418 -2.30 -0.44 1.73
O 9.49878 -29.04882 17.03714 1.04 2.19 1.42
O 7.36412 -29.38940 17.08760 -0.73 1.69 1.44
O 8.42386 -29.63231 15.30902 0.28 0.86 -1.87
O 13.61197 -27.23122 19.15419 -1.51 -2.20 -0.98
O 7.15927 -26.22885 18.04126 1.63 2.29 1.36
O 3.67004 -29.05504 12.82190 2.59 2.76 2.51
O 4.20369 -27.06173 13.84131 -1.82 -0.04 -1.47
N 8.13918 -25.24146 18.37992 -2.51 0.72 0.94
N 5.04293 -29.62156 20.04955 1.96 -0.64 -2.84
N 8.44629 -29.23990 16.47768 -1.31 -4.20 -0.86
C 6.78013 -23.35329 17.36638 -1.68 -0.26 1.91
C 5.76689 -28.74463 14.11274 0.97 1.22 0.30
C 14.21528 -25.98325 19.06725 1.88 -0.10 1.63
C 7.18988 -24.50771 20.72865 -0.95 -0.60 -0.44
C 5.27256 -26.36118 14.38320 1.00 -0.18 0.70
C 6.33880 -27.40730 14.68775 0.25 -0.61 0.63
C 9.31078 -23.07887 17.83845 -0.35 -1.18 -0.24
C 8.28675 -24.55366 16.03239 0.96 -0.79 -1.08
C 3.29496 -31.48685 19.89873 -0.04 -0.49 -0.93
C 4.81857 -31.12279 19.86297 -0.73 -1.03 1.63
C 5.35413 -31.58388 18.51390 0.87 0.68 -0.55
C 13.23925 -25.10844 18.47879 -0.77 3.53 -0.33
C 12.28275 -25.92720 17.71180 0.39 -1.12 -0.57
C 4.41284 -27.29433 20.23589 0.47 0.04 1.24
C 12.52258 -27.31678 18.33343 0.76 0.17 -0.05
C 4.32864 -28.21628 17.94467 -0.39 -0.65 0.38
C 2.68632 -29.03993 19.80963 0.11 -0.50 -1.60
C 2.29590 -30.48502 19.31183 0.55 1.86 1.95
C 8.12884 -24.04857 17.45720 0.95 0.47 -1.50
C 8.99972 -26.30100 20.52770 -0.24 -1.30 -1.24
C 8.39511 -25.03124 19.87639 0.89 -1.17 1.48
C 5.52082 -31.93661 20.99461 0.67 1.19 0.37
C 4.44384 -28.34519 13.49996 -1.88 -2.45 -1.64
C 9.54467 -24.08725 20.05165 1.45 0.30 0.52
C 4.12429 -28.59678 19.48432 -0.13 0.91 0.18
C 9.32176 -22.87043 19.30847 -0.14 2.89 -0.14
H 5.08392 -32.63549 18.41790 -0.49 0.30 -0.32
H 6.45290 -27.41563 15.77173 -0.14 -0.58 0.09
H 12.74026 -24.54205 19.26512 -0.07 0.34 -0.18
H 6.52905 -25.33758 20.97908 0.13 -0.07 0.06
H 5.67507 -29.45063 14.93812 -0.12 -0.31 -0.48
H 6.52338 -23.73686 20.34180 0.36 0.00 -0.64
H 4.97442 -30.88822 17.76559 -0.30 -0.70 -0.49
H 3.19026 -32.35536 19.24847 0.34 -0.20 0.05
H 7.46219 -25.10317 15.57822 -0.38 0.14 0.58
H 4.49254 -27.51444 21.30045 0.15 -0.07 0.17
H 3.72601 -27.31901 17.80381 -0.47 -0.22 0.14
H 9.14125 -25.21859 15.90670 0.33 0.05 0.12
H 5.34108 -31.50344 21.97857 -0.47 0.02 0.02
H 13.81811 -24.46674 17.81453 -0.60 0.71 0.19
H 6.44200 -29.08475 13.32747 -0.22 -0.47 0.19
H 11.28677 -25.49466 17.61666 -0.11 -0.65 0.26
H 10.49288 -24.57143 19.81802 0.02 -0.01 -0.39
H 4.89122 -25.94180 15.31421 0.13 0.49 -0.09
H 5.69285 -25.59350 13.73348 -0.62 0.15 -0.26
H 7.63632 -26.92301 17.58064 0.47 -0.87 -0.46
H 10.22837 -23.58253 17.53440 0.21 -0.09 0.04
H 9.31378 -26.19267 21.56584 -0.82 0.32 0.10
H 9.37237 -22.11152 17.33992 -0.90 -0.25 -0.49
H 14.45550 -25.71885 20.09705 0.38 0.18 -0.18
H 2.16663 -30.49226 18.22955 0.27 -0.23 0.08
H 6.59690 -29.35065 18.98668 0.66 -0.10 -1.42
H 3.61122 -26.55609 20.21364 -0.10 -0.20 -0.65
H 8.39013 -22.45418 19.69176 -0.47 0.13 -0.43
H 6.46731 -22.78961 18.24531 0.65 0.49 0.08
H 3.96907 -29.00898 17.28858 -0.03 0.11 -0.04
H 9.97996 -22.03160 19.53483 0.58 -0.34 0.17
H 12.69463 -26.01478 16.70643 -0.31 -0.26 -0.34
H 5.36321 -26.85130 19.93822 -0.17 0.00 -0.17
H 5.23243 -32.98656 21.04476 -0.20 0.17 -0.44
H 9.95389 -26.54595 20.06117 0.04 0.16 -0.43
H 9.67104 -23.78976 21.09262 -0.39 -0.55 0.24
H 2.51644 -28.90185 20.87743 -0.11 -0.13 -0.03
H 6.01093 -24.12458 17.40575 -0.12 -0.11 -0.79
H 7.55520 -24.07614 21.66052 0.40 -0.31 -0.08
H 6.43314 -31.61163 18.36201 0.20 0.43 0.54
H 3.03565 -31.92468 20.86266 -0.19 0.78 0.29
H 1.32400 -30.62483 19.78509 -0.09 -0.41 -0.35
H 8.44853 -23.70493 15.36787 0.12 0.10 0.20
H 6.68826 -22.72326 16.48167 0.22 -0.26 0.08
H 7.35390 -27.18537 14.35845 -0.22 0.09 -0.58
H 6.60544 -31.86777 20.91114 0.02 -0.19 -0.36
H 8.41151 -27.19898 20.33864 -0.36 0.02 0.57
H 2.09104 -28.33061 19.23465 -0.33 0.13 0.40
H 15.11129 -25.93382 18.44853 0.26 -0.94 0.20
H 5.29569 -27.86885 17.58105 0.38 -0.59 0.65
```
Forces are in eV/Å.

Total charge   +2
Energy above the lowest of the compared OMol25 structures with the same formula, charge and spin   320.2 kJ/mol
2S+1   3
LUMO energy (spin up / spin down)   -5.410 / -9.095 eV